No. 1
{
  "formula": "C19H21ClN4O3",
  "method": "ωB97M-V with the def2-TZVPD basis set",
  "symbols": ["O", "O", "O", "Cl", "N", "C", "C", "C", "C", "C", "C", "C", "C", "C", "C", "C", "C", "C", "C", "N", "N", "N", "C", "C", "C", "C", "C", "H", "H", "H", "H", "H", "H", "H", "H", "H", "H", "H", "H", "H", "H", "H", "H", "H", "H", "H", "H", "H"],
  "xyz": [[3.589, -0.188, -3.593], [0.118, 3.527, 5.040], [-2.401, 0.251, 2.658], [4.121, 3.590, 3.034], [2.435, -0.335, -3.087], [1.203, 3.525, 4.543], [-1.840, -0.114, 1.611], [-0.187, -3.463, -0.562], [2.920, 1.624, 1.681], [1.902, 0.760, 1.308], [0.506, 1.740, 2.968], [0.685, -3.081, -1.560], [-1.269, -2.638, -0.405], [-0.481, -1.050, -2.064], [2.770, 2.564, 2.623], [1.596, 2.591, 3.382], [0.606, 0.881, 1.888], [0.628, -1.853, -2.291], [-1.518, -1.395, -1.127], [2.162, 4.236, 5.190], [-0.451, 0.062, 1.255], [-2.788, -0.567, 0.720], [1.523, -2.072, -4.749], [-2.558, 1.080, -1.133], [-4.036, -0.955, -1.130], [1.801, -1.655, -3.332], [-2.693, -0.400, -0.685], [0.085, -4.338, -0.096], [3.819, 1.711, 1.068], [2.193, -0.003, 0.663], [-0.453, 1.684, 3.529], [1.536, -3.738, -1.727], [-2.034, -2.848, 0.325], [-0.414, -0.029, -2.557], [1.968, 4.824, 5.961], [2.984, 4.576, 4.575], [-0.166, -0.277, 0.317], [-3.719, -0.750, 1.102], [0.745, -1.354, -5.154], [1.217, -3.121, -4.799], [2.361, -1.925, -5.336], [-1.569, 1.449, -1.119], [-3.165, 1.693, -0.409], [-3.038, 1.291, -2.080], [-4.317, -0.675, -2.166], [-4.872, -0.512, -0.500], [-4.099, -2.042, -0.900], [2.592, -2.281, -2.878]],
  "forces_ev_per_angstrom": [[-4.509, -1.010, 1.591], [-2.291, -0.676, -0.160], [2.716, -0.343, 0.120], [0.295, -0.116, -0.641], [3.600, 1.288, -1.916], [1.195, -0.193, 0.866], [-1.386, 2.132, 1.782], [-0.067, 2.533, -2.603], [0.587, -0.698, -2.353], [-0.947, 1.231, 1.480], [-0.513, 0.288, 0.787], [1.350, 1.041, -0.930], [-2.283, 2.021, -0.014], [-0.568, 1.829, 0.092], [-1.018, 1.182, 2.723], [-1.974, -0.155, -0.446], [0.481, -1.221, -1.209], [0.227, -2.180, 0.021], [2.259, -0.679, -0.557], [4.026, 0.738, -3.137], [-0.626, 0.161, 0.321], [1.405, -0.388, -0.087], [-2.424, 1.247, 0.422], [-1.750, -0.171, 1.183], [-1.796, 0.007, -0.170], [0.187, -0.628, 2.632], [0.504, -1.517, -1.211], [-0.255, -1.812, 1.550], [-0.056, -0.666, 0.299], [-0.118, -1.146, -1.447], [0.919, 0.620, -0.311], [0.076, 0.121, -0.136], [0.013, -0.257, 0.313], [-0.648, -1.256, 0.557], [-0.888, 0.345, 0.532], [-1.877, -0.921, 1.842], [-0.444, 0.230, 1.112], [0.963, 0.577, 0.208], [0.486, -1.166, 0.269], [-0.184, 0.356, 0.027], [1.921, 0.154, -1.169], [1.160, 0.392, -0.011], [0.676, -0.592, -0.454], [0.238, -0.290, -0.448], [0.409, -0.660, 0.450], [0.991, -0.159, -0.622], [0.111, 0.599, -0.642], [-0.176, -0.190, -0.503]],
  "orbital_gap_ev": 7.968,
  "e_tot_ev": -44665.589,
  "smiles": "C[C@@H](N=O)c1cccc(C(C)(C)NC(=O)Nc2ccc(Cl)c(C(N)=O)c2)c1",
  "e_homo_ev": -8.8,
  "relative_energy_kj_mol": 449.4
}

No. 2
{
  "formula": "C19H21CoFN2",
  "method": "ωB97M-V with the def2-TZVPD basis set",
  "symbols": ["C", "C", "H", "H", "H", "H", "H", "H", "C", "C", "C", "C", "H", "H", "H", "H", "N", "C", "C", "N", "C", "C", "C", "H", "H", "C", "H", "H", "Co", "C", "H", "H", "H", "F", "C", "C", "C", "C", "C", "C", "H", "H", "H", "H"],
  "xyz": [[3.295, 1.077, 1.190], [3.314, 1.275, -0.203], [2.670, 1.847, 1.509], [4.345, 0.910, 1.590], [2.629, 0.251, 1.559], [2.395, 0.964, -0.809], [3.354, 2.364, -0.411], [4.012, 0.594, -0.603], [-0.356, -0.907, 2.548], [-1.373, -1.460, 3.290], [-2.354, -2.221, 2.645], [-2.378, -2.451, 1.247], [0.453, -0.309, 2.987], [-1.339, -1.286, 4.362], [-3.153, -2.673, 3.195], [-3.122, -3.017, 0.695], [-0.408, -1.181, 1.198], [-1.350, -1.882, 0.495], [-1.209, -1.865, -0.961], [-0.147, -1.139, -1.445], [0.254, -0.874, -2.726], [-1.653, -2.209, -3.280], [-0.539, -1.456, -3.702], [1.172, -0.302, -2.915], [-0.232, -1.337, -4.718], [-2.013, -2.432, -1.939], [-2.852, -3.028, -1.579], [-2.281, -2.680, -4.008], [0.584, -0.415, -0.045], [2.168, -1.622, -0.039], [2.283, -2.054, -1.078], [1.842, -2.524, 0.576], [3.231, -1.436, 0.297], [-2.359, 5.132, 0.208], [-1.624, 3.969, 0.169], [-2.260, 2.804, -0.184], [-1.484, 1.630, -0.254], [-0.103, 1.602, 0.050], [0.496, 2.810, 0.370], [-0.269, 4.009, 0.435], [-3.320, 2.812, -0.420], [-2.029, 0.735, -0.561], [1.536, 2.998, 0.587], [0.172, 4.977, 0.678]],
  "forces_ev_per_angstrom": [[-0.360, -2.328, 3.678], [-1.744, 0.347, -4.494], [0.064, 1.946, 1.982], [-1.510, 0.781, 0.098], [1.016, -0.059, -0.627], [0.670, 0.401, 1.254], [0.982, -0.723, -0.481], [1.524, 0.072, -1.239], [-1.221, -1.547, -2.317], [-0.041, -0.106, 0.304], [-0.242, -0.380, -1.186], [0.719, 0.510, 0.285], [-0.304, -0.259, -0.706], [-0.468, -0.233, -0.119], [-0.241, -0.072, 0.483], [-0.246, -0.044, 0.651], [-1.790, -0.668, 2.607], [0.040, 0.483, 3.233], [1.380, 0.754, -3.228], [-1.601, -0.828, -2.824], [-1.983, -1.851, 1.424], [-0.132, -0.169, 0.246], [-0.179, -0.215, 0.948], [-0.538, -0.188, 0.417], [-0.348, -0.103, -0.624], [0.303, 0.089, 0.315], [-0.009, 0.043, -0.787], [-0.143, -0.100, -0.473], [5.585, 5.654, 1.510], [1.674, -1.836, -0.151], [-0.001, 0.318, 0.727], [0.318, 0.762, -0.530], [-1.108, -0.001, -0.241], [0.387, -0.483, 0.071], [0.052, 0.457, -0.059], [0.275, -0.756, -0.158], [-0.178, 1.009, 0.314], [0.124, -1.421, -0.415], [-1.327, 1.911, 0.122], [0.147, -0.265, -0.012], [0.094, -0.014, 0.027], [0.203, -0.020, 0.088], [0.144, -0.553, -0.076], [0.016, -0.318, -0.038]],
  "orbital_gap_ev": [5.930, 6.725],
  "e_tot_ev": -63362.433,
  "s_squared": 3.78,
  "e_homo_ev": [-6.8, -7.9],
  "relative_energy_kj_mol": 147.8,
  "spin_multiplicity": 4
}

No. 3
{
  "formula": "C19H21F4N3O3",
  "method": "ωB97M-V with the def2-TZVPD basis set",
  "symbols": ["O", "O", "F", "F", "F", "F", "O", "C", "C", "C", "C", "C", "C", "C", "C", "N", "N", "N", "C", "C", "C", "C", "C", "C", "C", "C", "C", "C", "C", "H", "H", "H", "H", "H", "H", "H", "H", "H", "H", "H", "H", "H", "H", "H", "H", "H", "H", "H", "H", "H"],
  "xyz": [[-0.817, -2.633, -2.151], [0.138, -1.052, 2.781], [2.182, 3.613, -0.499], [0.848, 2.087, -5.094], [1.216, 4.344, -4.504], [-0.698, 3.386, -4.229], [1.267, 2.776, -3.018], [-0.135, -2.772, -1.171], [-0.507, -1.520, 1.788], [-0.541, 1.560, -2.164], [-1.312, 1.117, -1.039], [0.338, 2.091, 0.436], [1.065, 2.763, -0.595], [0.567, 2.393, -1.946], [-0.850, 1.382, 0.219], [1.150, -2.450, -1.240], [1.412, -3.080, 1.067], [-1.509, -0.707, 1.205], [0.610, 3.170, -4.219], [-0.774, -3.487, 0.024], [-0.050, -2.935, 1.297], [2.042, -2.541, -0.085], [3.540, -0.236, -0.190], [3.616, -0.843, 1.225], [-3.342, 2.232, 2.112], [-3.766, 0.838, 2.568], [2.402, -1.158, 0.340], [-3.033, 1.023, 1.215], [-1.541, 0.671, 1.409], [-0.899, 1.187, -3.135], [-2.093, 0.523, -1.395], [0.501, 2.396, 1.435], [1.461, -2.136, -2.168], [1.877, -3.023, 1.954], [-1.853, -1.124, 0.372], [-1.839, -3.351, 0.089], [-0.575, -4.546, -0.156], [-0.242, -3.598, 2.165], [2.859, -3.116, -0.425], [3.407, 0.879, -0.095], [4.265, -0.499, -0.982], [3.418, -0.200, 2.080], [4.348, -1.614, 1.418], [-2.643, 2.805, 2.662], [-4.103, 2.916, 1.670], [-3.322, 0.483, 3.438], [-4.905, 0.546, 2.538], [1.471, -0.642, 0.549], [-3.429, 1.053, 0.099], [-1.219, 1.028, 2.345]],
  "forces_ev_per_angstrom": [[-1.629, 0.596, -1.880], [-1.738, -1.391, -2.621], [-2.348, -1.867, 0.242], [-0.258, 2.703, 0.840], [-0.529, -1.523, -1.014], [0.673, -0.206, 0.395], [-0.126, 1.514, -2.202], [-1.463, -1.083, -0.206], [1.550, 2.803, 2.458], [-0.547, 0.027, 2.383], [2.876, 1.330, -2.524], [0.755, 2.431, -1.332], [-1.633, -1.663, -2.269], [-0.338, -0.537, 2.031], [0.662, -0.869, 1.045], [0.622, -0.339, 1.211], [-2.719, -1.892, 0.520], [3.272, -5.034, 1.504], [1.825, -1.240, 0.829], [2.189, 1.166, 1.059], [-0.168, -1.156, -0.459], [0.018, 2.141, -0.293], [-0.177, 0.675, 1.104], [-0.909, -0.173, -0.954], [-2.661, -0.253, -1.687], [-3.802, 1.055, -2.872], [2.073, 2.179, -0.433], [0.646, 1.604, 1.457], [-2.424, 1.876, -3.849], [0.684, 0.588, 0.305], [-1.442, -1.025, 0.503], [0.700, -0.081, 1.088], [-0.036, -0.092, 0.930], [0.634, 0.449, -0.225], [-0.638, 0.322, -0.799], [-0.400, 0.291, -0.413], [0.085, 0.050, 0.417], [-0.098, 0.455, -0.400], [1.276, -0.852, 0.124], [-0.288, -1.333, -0.586], [-0.553, -0.226, 0.667], [0.163, 0.016, -0.256], [-0.069, -0.205, -0.083], [1.094, 0.029, 0.360], [0.343, -0.726, 0.632], [1.244, -0.979, 0.932], [2.310, 0.842, 0.001], [0.281, 0.294, 0.253], [0.403, -0.500, 2.964], [0.615, -0.193, 1.106]],
  "orbital_gap_ev": 9.616,
  "e_tot_ev": -41522.476,
  "smiles": "O=C1C[C@H](C(=O)N[C@@H](c2ccc(OC(F)(F)F)c(F)c2)C2CC2)N[C@H](C2CC2)N1",
  "e_homo_ev": -8.9
}

No. 4
{
  "formula": "C19H21F5N2O15",
  "method": "ωB97M-V with the def2-TZVPD basis set",
  "symbols": ["C", "C", "O", "C", "O", "O", "F", "H", "H", "H", "C", "C", "O", "C", "O", "O", "F", "H", "H", "H", "C", "C", "O", "C", "O", "O", "F", "H", "H", "H", "C", "C", "O", "C", "O", "O", "F", "H", "H", "H", "C", "C", "O", "C", "O", "O", "F", "H", "H", "H", "C", "C", "N", "H", "H", "H", "C", "C", "N", "H", "H", "H"],
  "xyz": [[-13.271, -4.039, 7.194], [-13.320, -4.516, 8.633], [-12.073, -5.185, 8.817], [-11.228, -4.792, 7.882], [-10.041, -5.024, 7.844], [-11.863, -4.032, 6.939], [-14.369, -5.278, 8.695], [-13.679, -3.034, 7.088], [-13.700, -4.682, 6.426], [-13.441, -3.785, 9.432], [-16.169, -3.908, 16.068], [-15.744, -2.478, 15.832], [-15.169, -2.589, 14.567], [-14.768, -3.783, 14.301], [-13.976, -4.091, 13.437], [-15.389, -4.675, 15.238], [-14.822, -2.061, 16.714], [-17.191, -4.171, 15.797], [-16.024, -4.266, 17.087], [-16.612, -1.823, 15.913], [-15.317, -8.468, 8.810], [-14.175, -9.514, 8.855], [-14.349, -9.790, 10.227], [-14.757, -8.684, 10.915], [-14.659, -8.542, 12.166], [-15.338, -7.824, 10.084], [-12.938, -9.060, 8.604], [-16.315, -8.879, 8.662], [-15.182, -7.724, 8.025], [-14.398, -10.355, 8.199], [-11.964, -6.517, 13.185], [-11.050, -6.007, 12.118], [-9.820, -6.539, 12.583], [-10.004, -7.577, 13.363], [-9.186, -8.403, 13.758], [-11.333, -7.726, 13.575], [-11.053, -4.737, 12.132], [-12.994, -6.669, 12.862], [-11.997, -5.867, 14.059], [-11.287, -6.409, 11.133], [-11.038, -4.504, 17.121], [-11.865, -4.385, 18.334], [-12.487, -5.638, 18.445], [-12.346, -6.271, 17.198], [-13.097, -7.172, 16.805], [-11.408, -5.713, 16.553], [-12.720, -3.399, 18.104], [-9.970, -4.518, 17.341], [-11.164, -3.687, 16.410], [-11.385, -4.127, 19.278], [-7.961, -5.915, 9.733], [-7.929, -4.414, 9.606], [-7.915, -3.256, 9.458], [-7.190, -6.341, 10.374], [-7.883, -6.321, 8.724], [-8.885, -6.293, 10.170], [-11.117, -9.925, 16.295], [-12.323, -10.497, 16.872], [-13.217, -10.987, 17.356], [-11.082, -8.841, 16.396], [-10.982, -10.158, 15.239], [-10.179, -10.223, 16.762]],
  "forces_ev_per_angstrom": [[1.387, 1.082, -0.248], [0.893, 1.446, -0.711], [-1.325, -0.495, 0.998], [2.685, 0.645, -1.778], [-2.249, 0.051, 0.148], [0.429, -0.064, 0.289], [-2.028, -2.746, 0.876], [0.156, -0.008, -0.062], [-0.465, -0.324, 0.593], [0.390, 0.331, -0.169], [-1.078, -0.867, 1.353], [-1.520, -1.014, 0.428], [-0.498, 3.476, -0.140], [1.288, -4.115, -0.199], [-1.718, 0.300, 1.566], [2.850, 0.390, -2.938], [0.623, 0.225, 0.315], [-0.394, 0.801, 0.105], [0.129, 0.385, 0.165], [0.357, 0.427, -0.692], [0.059, 1.157, -1.807], [-2.920, 0.867, 0.894], [1.377, -0.947, 0.762], [0.210, 0.232, 5.279], [-0.281, -0.649, -5.469], [0.625, -0.309, -0.221], [0.312, 0.396, -0.032], [0.254, -0.606, -0.082], [0.172, 0.170, 0.191], [0.229, -0.260, 0.477], [-1.263, -0.411, 0.529], [-1.084, -3.393, 0.901], [2.075, 1.242, -1.097], [0.133, -3.589, 1.151], [-1.404, 2.438, -0.893], [0.126, -0.438, 0.439], [0.673, 4.044, -0.497], [0.170, -0.362, 0.008], [0.138, 0.321, -0.207], [0.312, 0.084, -0.269], [2.668, 0.860, -0.436], [0.497, -0.655, 1.379], [-0.197, -0.043, -0.770], [-5.189, -3.359, 1.014], [2.703, 2.577, 1.429], [1.800, -0.013, -2.677], [-2.165, 1.326, -0.064], [0.067, -0.232, 0.082], [-0.440, -0.052, 0.081], [0.280, -0.368, -0.069], [-0.077, 0.632, -0.157], [-0.005, 0.868, 0.106], [0.029, -2.402, 0.414], [0.314, 0.495, -0.154], [0.052, -0.012, 0.105], [-0.158, 0.478, -0.192], [0.866, 0.648, -0.365], [2.361, 0.891, -0.901], [-2.034, -1.010, 0.994], [-0.511, 0.003, -0.167], [-0.375, 0.019, 0.016], [-0.316, -0.565, 0.374]],
  "orbital_gap_ev": 11.134,
  "e_tot_ev": -67321.654,
  "smiles": "O=C1OC[C@@H](F)O1.O=C1OC[C@@H](F)O1.O=C1OC[C@@H](F)O1.O=C1OC[C@@H](F)O1.O=C1OC[C@@H](F)O1.CC#N.CC#N",
  "e_homo_ev": -10.9,
  "relative_energy_kj_mol": 219.9
}